# 1
13 unconnected molecules or ions with the total composition C52H104O26 at a distorted geometry, computed with ωB97M-V with the def2-TZVPD basis set.

Its net charge is 0. For the energy relative to the best compared isomer or geometry (same formula, charge and spin), the calculation gives 68.66 kcal/mol. As for the strongest force on any atom: 4.74 eV/A. For the orbital gap, the calculation gives 10.49 eV. For the electronic energy, the calculation gives -108847.0403 eV.

Element x y z (Å)
O: 3.302 5.756 -1.391
C: 3.909 6.435 -0.642
O: 3.383 7.443 0.116
C: 2.013 7.783 -0.269
C: 2.035 8.912 -1.334
C: 5.348 6.122 -0.207
H: 1.652 8.095 0.675
H: 1.454 6.901 -0.563
H: 2.852 8.717 -2.039
H: 2.226 9.864 -0.775
H: 1.068 8.946 -1.832
H: 6.195 6.804 -0.500
H: 5.396 5.132 -0.613
H: 5.429 6.070 0.891
O: -4.651 -2.924 0.984
C: -4.355 -3.639 0.025
O: -4.708 -4.930 -0.091
C: -5.281 -5.503 1.072
C: -6.762 -5.387 1.114
C: -3.436 -3.213 -1.046
H: -4.869 -5.133 1.986
H: -5.054 -6.591 1.024
H: -7.264 -5.935 1.929
H: -7.372 -5.622 0.223
H: -7.099 -4.300 1.292
H: -4.017 -2.596 -1.786
H: -3.052 -4.112 -1.589
H: -2.653 -2.616 -0.624
O: 5.011 -2.542 1.332
C: 4.370 -3.111 2.176
O: 3.785 -2.427 3.166
C: 4.040 -0.936 3.189
C: 5.366 -0.671 3.928
C: 4.216 -4.560 2.309
H: 3.174 -0.577 3.723
H: 4.177 -0.506 2.196
H: 5.410 -1.261 4.879
H: 5.362 0.368 4.344
H: 6.204 -0.874 3.244
H: 3.273 -4.775 2.746
H: 5.011 -4.966 2.896
H: 4.299 -4.978 1.327
O: 5.995 2.404 -0.073
C: 6.285 1.255 0.149
O: 7.529 0.854 0.404
C: 8.558 1.831 0.293
C: 8.840 2.651 1.506
C: 5.325 0.119 -0.104
H: 8.259 2.464 -0.504
H: 9.443 1.259 -0.023
H: 9.069 1.951 2.345
H: 7.972 3.194 1.831
H: 9.665 3.290 1.464
H: 5.630 -0.422 -1.022
H: 4.243 0.375 -0.191
H: 5.350 -0.564 0.698
O: 2.282 1.854 4.803
C: 1.730 1.579 5.842
O: 0.431 1.634 6.064
C: -0.450 1.936 4.999
C: -1.794 2.246 5.600
C: 2.387 1.073 7.056
H: -0.525 1.111 4.350
H: -0.027 2.756 4.382
H: -2.471 2.393 4.765
H: -1.737 3.126 6.166
H: -2.179 1.447 6.263
H: 2.331 -0.030 7.082
H: 1.922 1.550 7.890
H: 3.432 1.236 7.119
O: -0.210 -1.613 -5.407
C: -0.525 -0.960 -4.436
O: -0.455 0.398 -4.415
C: -0.027 1.039 -5.624
C: -1.222 1.783 -6.244
C: -1.061 -1.446 -3.119
H: 0.458 0.401 -6.331
H: 0.760 1.747 -5.304
H: -0.877 2.453 -7.017
H: -1.724 2.324 -5.411
H: -1.927 1.151 -6.725
H: -1.387 -2.454 -3.358
H: -1.955 -0.949 -2.701
H: -0.278 -1.295 -2.336
O: -0.750 3.535 2.222
C: -0.225 4.195 1.380
O: 1.026 4.117 0.996
C: 1.817 3.133 1.770
C: 3.161 3.203 1.138
C: -1.048 5.243 0.646
H: 1.272 2.144 1.848
H: 1.748 3.424 2.801
H: 3.965 2.741 1.706
H: 3.441 4.235 1.042
H: 3.042 2.655 0.180
H: -2.068 5.286 1.244
H: -1.217 4.759 -0.292
H: -0.566 6.166 0.542
O: 2.088 0.762 -1.643
C: 1.422 1.665 -2.119
O: 1.875 2.536 -3.023
C: 3.313 2.415 -3.219
C: 3.710 3.169 -4.428
C: 0.056 1.983 -1.795
H: 3.531 1.385 -3.376
H: 3.716 2.793 -2.271
H: 4.788 3.190 -4.565
H: 3.380 4.215 -4.286
H: 3.176 2.745 -5.268
H: 0.138 3.011 -1.407
H: -0.327 1.274 -1.154
H: -0.529 2.001 -2.751
O: -4.065 1.477 -2.368
C: -4.984 1.827 -3.063
O: -5.231 1.409 -4.328
C: -4.415 0.402 -4.969
C: -4.753 -1.041 -4.578
C: -6.130 2.786 -2.674
H: -3.328 0.578 -4.661
H: -4.527 0.552 -6.080
H: -5.788 -1.307 -4.954
H: -4.782 -1.085 -3.520
H: -4.099 -1.689 -5.035
H: -7.074 2.493 -3.134
H: -5.899 3.770 -3.114
H: -5.984 3.020 -1.575
O: -7.357 -0.147 -1.621
C: -6.971 -0.653 -0.629
O: -7.246 -1.900 -0.374
C: -8.083 -2.607 -1.299
C: -7.355 -3.027 -2.570
C: -6.065 -0.026 0.376
H: -8.989 -2.038 -1.586
H: -8.371 -3.486 -0.807
H: -8.144 -3.475 -3.172
H: -6.665 -3.761 -2.322
H: -6.928 -2.145 -3.056
H: -5.022 -0.217 0.087
H: -6.143 -0.411 1.428
H: -6.243 1.046 0.327
O: 0.047 -4.235 -1.491
C: 1.065 -4.909 -1.513
O: 1.293 -5.857 -2.457
C: 0.153 -6.252 -3.373
C: 0.167 -5.404 -4.642
C: 2.213 -4.689 -0.643
H: -0.717 -6.015 -2.784
H: 0.169 -7.238 -3.652
H: -0.717 -5.777 -5.170
H: 1.071 -5.686 -5.222
H: 0.121 -4.334 -4.474
H: 2.888 -5.549 -0.478
H: 1.830 -4.430 0.379
H: 2.760 -3.772 -0.937
O: 0.691 -4.812 3.034
C: -0.435 -4.526 2.943
O: -0.965 -3.491 3.683
C: -0.072 -2.760 4.453
C: 0.539 -3.585 5.614
C: -1.547 -5.156 2.069
H: -0.658 -1.975 4.951
H: 0.651 -2.219 3.878
H: 1.247 -4.375 5.216
H: -0.277 -4.016 6.243
H: 1.059 -2.911 6.343
H: -2.512 -4.725 2.319
H: -1.435 -6.246 2.187
H: -1.259 -4.887 1.047
O: 0.363 -0.218 2.451
C: -0.082 -0.829 1.504
O: -1.379 -0.831 1.198
C: -2.368 -0.057 1.953
C: -2.943 1.106 1.136
C: 0.683 -1.635 0.583
H: -1.768 0.296 2.778
H: -3.054 -0.810 2.314
H: -2.186 1.876 1.019
H: -3.792 1.441 1.688
H: -3.226 0.741 0.146
H: 1.634 -1.911 1.017
H: 0.833 -1.031 -0.346
H: 0.171 -2.452 0.170



# 2
A molecular structure, C38H33CuN6O4PS2 at a distorted geometry, computed with ωB97M-V with the def2-TZVPD basis set.

Its net charge is 0. For the energy relative to the best compared isomer or geometry (same formula, charge and spin), the calculation gives 8.73 kcal/mol. As for the strongest force on any atom: 1.56 eV/A. Its spin multiplicity is 2. For the orbital gap (spin up / spin down), the calculation gives 7.68 / 7.17 eV. For the electronic energy, the calculation gives -132672.8305 eV. As for the expectation value of S²: 0.75.

Element x y z (Å)
Cu: -0.101 0.044 0.114
O: 0.328 0.194 4.111
C: 0.821 -0.016 3.014
O: 0.149 -0.348 1.981
C: 2.344 0.008 2.910
C: 3.046 0.092 4.111
C: 4.426 0.076 4.134
C: 5.134 -0.021 2.945
C: 4.452 -0.104 1.748
C: 3.057 -0.095 1.720
P: 2.260 -0.169 0.079
C: 3.173 -1.564 -0.654
C: 4.076 -1.500 -1.707
C: 4.641 -2.666 -2.195
C: 4.313 -3.893 -1.645
C: 3.428 -3.960 -0.581
C: 2.866 -2.802 -0.087
C: 2.874 1.352 -0.688
C: 3.158 2.454 0.119
C: 3.517 3.660 -0.449
C: 3.594 3.784 -1.827
C: 3.281 2.701 -2.634
C: 2.904 1.494 -2.075
H: 2.470 0.167 5.022
H: 4.952 0.140 5.075
H: 6.215 -0.030 2.953
H: 4.997 -0.176 0.816
H: 4.358 -0.554 -2.141
H: 5.338 -2.612 -3.019
H: 4.750 -4.795 -2.046
H: 3.165 -4.914 -0.145
H: 2.194 -2.834 0.761
H: 3.093 2.359 1.194
H: 3.731 4.507 0.187
H: 3.887 4.725 -2.270
H: 3.313 2.799 -3.710
H: 2.614 0.674 -2.716
C: -4.797 -1.746 -6.114
C: -3.530 -1.515 -5.351
C: -2.293 -1.573 -5.984
C: -1.121 -1.409 -5.266
C: -1.188 -1.174 -3.907
C: -2.406 -1.075 -3.266
C: -3.573 -1.253 -3.986
S: 0.305 -1.012 -2.921
O: 1.408 -0.715 -3.800
O: 0.446 -2.263 -2.195
N: -0.002 0.172 -1.854
C: -0.025 1.456 -2.313
C: -0.003 1.812 -3.654
C: 0.071 3.146 -4.052
C: 0.108 4.169 -3.142
C: 0.029 3.873 -1.771
C: 0.032 4.860 -0.763
C: -0.091 4.494 0.550
C: -0.199 3.132 0.865
N: -0.169 2.194 -0.049
C: -0.062 2.518 -1.353
H: -4.667 -1.507 -7.166
H: -5.610 -1.147 -5.711
H: -5.083 -2.795 -6.033
H: -2.250 -1.750 -7.048
H: -0.150 -1.451 -5.736
H: -2.426 -0.839 -2.214
H: -4.524 -1.183 -3.480
H: 0.002 1.041 -4.406
H: 0.116 3.362 -5.109
H: 0.188 5.197 -3.458
H: 0.124 5.899 -1.050
H: -0.119 5.232 1.337
H: -0.313 2.800 1.889
C: -1.374 -5.197 -0.077
C: -2.234 -4.000 0.025
N: -3.526 -3.950 -0.052
N: -3.854 -2.640 0.061
C: -2.764 -1.854 0.200
S: -2.683 -0.202 0.281
N: -1.716 -2.740 0.200
N: -0.408 -2.366 0.301
H: -1.985 -6.072 -0.277
H: -0.822 -5.349 0.851
H: -0.657 -5.059 -0.886
H: -4.814 -2.342 0.038
H: 0.145 -2.604 -0.529
H: -0.001 -2.562 1.208



# 3
2 unconnected molecules or ions with the total composition C5H11P at a distorted geometry, computed with ωB97M-V with the def2-TZVPD basis set.

Its net charge is 0. For the energy relative to the best compared isomer or geometry (same formula, charge and spin), the calculation gives 114.45 kcal/mol. As for the strongest force on any atom: 5.83 eV/A. For the orbital gap, the calculation gives 8.08 eV. For the electronic energy, the calculation gives -14646.3593 eV.

Element x y z (Å)
C: 0.299 -2.393 0.255
C: -1.134 0.698 -2.640
C: 0.904 -1.231 0.021
C: -1.286 0.470 0.888
C: 1.305 1.483 0.316
P: 0.043 0.261 -0.310
H: 0.760 -3.407 0.281
H: -0.849 -2.545 0.508
H: -0.467 -0.080 -3.153
H: -2.080 0.196 -2.396
H: 1.995 -1.063 -0.235
H: -2.058 -0.345 0.711
H: -0.971 0.527 1.923
H: -1.573 1.542 0.826
H: 2.296 1.129 -0.110
H: 1.061 2.418 0.054
H: 1.641 1.334 1.397



# 4
A molecular structure, C8H28IN10O6 at a distorted geometry, computed with ωB97M-V with the def2-TZVPD basis set.

Its net charge is -1. For the energy relative to the best compared isomer or geometry (same formula, charge and spin), the calculation gives 385.80 kcal/mol. As for the strongest force on any atom: 7.12 eV/A. For the orbital gap, the calculation gives 8.01 eV. For the electronic energy, the calculation gives -44029.4080 eV.

Element x y z (Å)
I: 0.222 0.429 0.229
C: -1.929 -3.473 1.877
C: -1.626 -2.011 1.496
C: -1.129 -1.259 2.680
O: -0.508 -2.010 0.662
H: -2.127 -3.632 2.937
H: -1.084 -4.137 1.697
H: -2.768 -3.802 1.263
H: -2.486 -1.419 1.182
H: -0.211 -1.717 3.049
H: -1.799 -1.388 3.530
H: -1.080 -0.205 2.405
H: -0.278 -1.098 0.468
C: 0.340 0.216 -3.197
O: 1.323 0.911 -2.948
N: -0.406 -0.415 -2.351
N: 0.067 -0.061 -4.476
H: -0.216 -0.175 -1.388
H: -0.985 -1.147 -2.737
H: 0.733 0.286 -5.151
H: -0.735 -0.621 -4.729
C: 1.334 0.282 3.598
O: 1.326 0.164 4.829
N: 0.252 0.488 2.949
N: 2.443 0.166 2.895
H: 0.279 0.409 1.942
H: -0.668 0.516 3.364
H: 3.169 -0.278 3.439
H: 2.879 0.892 2.344
C: -2.948 0.469 -1.166
O: -3.880 0.596 -1.924
N: -1.979 1.420 -1.033
N: -2.735 -0.422 -0.201
H: -2.135 2.288 -1.526
H: -1.181 1.376 -0.416
H: -3.308 -1.195 0.103
H: -1.795 -0.283 0.141
C: 1.323 3.658 -0.675
O: 2.550 3.312 -0.669
N: 0.336 2.829 -0.706
N: 0.888 4.912 -0.700
H: 0.652 1.876 -0.593
H: -0.647 3.061 -0.725
H: -0.095 5.114 -0.579
H: 1.553 5.670 -0.640
C: 2.619 -1.738 -1.595
O: 3.207 -2.588 -2.159
N: 3.047 -0.478 -1.510
N: 1.609 -1.874 -0.744
H: 3.740 -0.323 -2.228
H: 2.338 0.234 -1.409
H: 1.179 -1.016 -0.428
H: 1.327 -2.806 -0.476